(1)
{
  "formula": "C4H9N3O",
  "method": "ωB97M-V/def2-TZVPD",
  "species": ["C", "N", "C", "N", "O", "N", "C", "C", "H", "H", "H", "H", "H", "H", "H", "H", "H"],
  "positions_angstrom": [[0.41681, 1.72018, -0.45049], [0.25907, 0.52765, 0.46232], [1.55201, 0.13715, 0.90629], [2.33015, -0.73566, 0.34045], [2.00945, -1.44482, -0.81110], [-0.43641, -0.57280, -0.27498], [-1.90896, -0.31940, -0.21819], [-1.32775, -1.36479, 0.58679], [-0.55740, 2.00643, -0.90891], [0.83738, 2.51604, 0.17989], [1.06543, 1.48065, -1.30576], [1.97936, 0.81831, 1.58461], [1.07262, -1.20322, -1.08081], [-2.45577, -0.55433, -1.15266], [-2.22436, 0.59781, 0.26685], [-1.18550, -1.26346, 1.66791], [-1.42613, -2.34574, 0.20779]],
  "mulliken_charge": [-0.843, -0.245, -0.093, -0.316, -0.321, -0.331, -0.385, -0.465, 0.295, 0.351, 0.290, 0.466, 0.533, 0.237, 0.303, 0.249, 0.275],
  "e_above_lowest_kcal_mol": 122.35,
  "fmax_ha_per_bohr": 0.0756,
  "smiles": "CN(/C=N\\O)N1CC1"
}

---

(2)
{
  "formula": "C4H9N3O2",
  "method": "ωB97M-V/def2-TZVPD",
  "species": ["C", "C", "N", "C", "C", "N", "O", "N", "O", "H", "H", "H", "H", "H", "H", "H", "H", "H"],
  "positions_angstrom": [[-1.39402, -1.32785, 0.95386], [-1.33845, 1.04452, 1.32038], [-1.12207, -0.03479, 0.40743], [1.90858, -0.02758, -0.10657], [1.36047, 0.24888, -1.85040], [0.05851, 0.29877, -1.94937], [0.95416, -0.12624, 0.68581], [3.16077, -0.07445, -0.00527], [2.26003, 0.34853, -2.63531], [-0.57975, 0.18539, -1.10851], [-0.34954, 0.44851, -2.86225], [3.64259, 0.04602, -0.89157], [-0.70751, -1.53691, 1.79078], [-1.25914, -2.09508, 0.19196], [-2.41972, -1.37721, 1.34397], [-2.36449, 1.02246, 1.71234], [-1.15982, 1.99845, 0.82506], [-0.65062, 0.95859, 2.17766]],
  "mulliken_charge": [-0.827, -0.828, -0.381, 0.578, 0.537, -0.279, -0.416, -0.729, -0.530, 0.573, 0.211, 0.264, 0.296, 0.311, 0.307, 0.307, 0.311, 0.296],
  "e_above_lowest_kcal_mol": 103.42,
  "fmax_ha_per_bohr": 0.0339
}

---

(3)
{
  "formula": "C4H9N3O2",
  "method": "ωB97M-V/def2-TZVPD",
  "species": ["C", "N", "N", "C", "C", "N", "C", "O", "O", "H", "H", "H", "H", "H", "H", "H", "H", "H"],
  "positions_angstrom": [[1.36907, -1.06007, 1.00689], [-0.56668, 0.17378, -1.86032], [0.78773, -0.17739, -1.37137], [-1.08942, -0.23696, -0.64887], [0.93578, 0.24849, 0.36063], [-0.96133, 1.91566, 0.41625], [-0.74372, 0.49624, 0.55123], [-1.64871, -1.42808, -0.57816], [1.59776, 1.28200, 0.51382], [-1.71040, -1.79147, -1.47855], [-0.58983, 1.18902, -1.93081], [0.96074, -1.14992, -1.62387], [-0.06197, 2.37213, 0.59776], [-1.66760, 2.25808, 1.05245], [-1.09611, 0.01869, 1.46443], [0.64757, -1.86668, 0.86516], [1.50486, -0.88471, 2.07494], [2.33227, -1.35882, 0.58839]],
  "mulliken_charge": [-1.384, -0.468, -0.524, 0.076, 1.167, -0.681, -0.028, -0.416, -0.784, 0.427, 0.356, 0.296, 0.277, 0.246, 0.405, 0.345, 0.320, 0.370],
  "e_above_lowest_kcal_mol": 98.47,
  "fmax_ha_per_bohr": 0.0120
}

---

(4)
{
  "formula": "C4H9N3O2",
  "method": "ωB97M-V/def2-TZVPD",
  "species": ["C", "C", "C", "C", "N", "N", "O", "N", "O", "H", "H", "H", "H", "H", "H", "H", "H", "H"],
  "positions_angstrom": [[1.18853, -0.07277, -0.67323], [-0.60629, 0.16592, 1.52745], [0.61000, 1.09917, 0.27697], [-0.81991, -1.21444, -0.16208], [1.75697, 0.50295, -1.82973], [-1.86117, -1.96653, 0.13216], [-0.34000, 1.82899, -0.49628], [0.08016, -1.01765, -0.93428], [1.47395, 1.72559, 0.89010], [-0.11588, 2.75621, -0.33347], [1.94559, -0.60083, -0.09406], [2.29284, -0.14286, -2.39079], [1.07174, 1.00189, -2.38192], [-1.82930, -2.95477, -0.07463], [-2.51608, -1.63018, 0.82413], [-0.29979, -0.70623, 2.10933], [-0.33887, 0.98720, 2.18512], [-1.69249, 0.23835, 1.42522]],
  "mulliken_charge": [-0.003, -1.520, 0.648, 0.696, -0.561, -0.421, -0.511, -0.454, -0.662, 0.338, 0.327, 0.220, 0.248, 0.252, 0.241, 0.400, 0.450, 0.313],
  "e_above_lowest_kcal_mol": 102.46,
  "fmax_ha_per_bohr": 0.0293
}

---

(5)
{
  "formula": "C4H9N3O2Si",
  "method": "ωB97M-V/def2-TZVPD",
  "species": ["C", "Si", "C", "C", "O", "N", "O", "N", "C", "N", "H", "H", "H", "H", "H", "H", "H", "H", "H"],
  "positions_angstrom": [[-0.06451, -0.45857, -2.16359], [-0.10005, -0.78866, -0.20700], [0.16227, -2.51291, 0.45200], [-1.74745, 0.00242, 0.40897], [1.19286, -0.03668, 0.60502], [1.45222, 1.20964, 0.99464], [2.08363, 1.20151, 2.02922], [0.91702, 2.10056, 0.30982], [1.01230, 3.36859, 0.70221], [0.88852, 4.47870, 0.90565], [0.84333, -0.04039, -2.47997], [-0.16796, -1.27540, -2.86217], [-0.75354, 0.34979, -2.43606], [0.07157, -2.17698, 1.61000], [-0.65647, -3.24540, 0.28336], [1.09681, -2.90924, 0.30749], [-1.69304, 1.02567, 0.18737], [-2.64844, -0.27582, -0.10447], [-1.88908, -0.01683, 1.45750]],
  "mulliken_charge": [-1.222, 0.533, -0.943, -1.225, -0.366, 1.272, -0.593, -0.625, 0.371, -0.366, 0.397, 0.382, 0.323, 0.213, 0.320, 0.368, 0.391, 0.373, 0.398],
  "e_above_lowest_kcal_mol": 82.30,
  "fmax_ha_per_bohr": 0.0909,
  "smiles": "C[Si](C)(C)O/[N+]([O-])=N/C#N"
}

---

(6)
{
  "formula": "C4H9N4O",
  "method": "ωB97M-V/def2-TZVPD",
  "species": ["C", "C", "C", "C", "N", "N", "N", "N", "O", "H", "H", "H", "H", "H", "H", "H", "H", "H"],
  "positions_angstrom": [[-0.84164, 1.57779, -0.96462], [2.04006, -1.08136, -0.13707], [0.72286, -1.37936, 0.38008], [-1.26043, -1.98384, 1.34800], [-0.40039, 2.49817, -0.37165], [-0.50821, -1.11831, 0.42005], [-1.50482, 0.63177, -1.49582], [0.55304, 3.43286, -0.44448], [1.73742, -1.91913, 1.02232], [2.52595, -1.40089, -1.07382], [2.40907, -0.20001, 0.12694], [-2.14012, -1.42600, 1.48966], [-1.53411, -2.91676, 0.95552], [-0.56651, -2.06864, 2.36358], [-1.22830, -0.25403, -0.92125], [-2.26985, 0.79591, -2.11946], [1.34589, 3.26432, -1.07517], [0.92009, 3.54751, 0.49718]],
  "mulliken_charge": [0.351, -0.373, 0.650, -0.968, 0.162, -0.534, -0.281, -0.482, -0.380, 0.258, 0.275, 0.319, 0.323, 0.301, 0.529, 0.264, 0.281, 0.305],
  "charge": 1,
  "e_above_lowest_kcal_mol": 120.05,
  "fmax_ha_per_bohr": 0.0857
}

---

(7)
{
  "formula": "C4H9N4O",
  "method": "ωB97M-V/def2-TZVPD",
  "species": ["C", "C", "C", "C", "N", "O", "N", "N", "N", "H", "H", "H", "H", "H", "H", "H", "H", "H"],
  "positions_angstrom": [[1.36490, 0.48198, 1.10056], [0.10136, -0.26542, 0.95241], [0.26107, -1.72175, 1.38706], [-0.38737, -0.26570, -0.85083], [-0.35110, -1.30533, -1.56999], [-0.76416, -0.95069, -2.80091], [-1.08441, 0.35218, -2.78000], [-0.90524, 0.78055, -1.57805], [-1.06621, 2.03039, -1.24163], [1.33576, 1.50667, 1.68519], [1.81012, 0.57238, 0.14393], [2.00471, -0.12799, 1.66970], [-0.66323, 0.31610, 1.43536], [1.17305, -2.00510, 1.03428], [-0.55201, -2.35758, 1.09702], [0.08240, -1.79078, 2.39097], [-0.62523, 2.13672, -0.36467], [-1.73440, 2.61335, -1.71040]],
  "mulliken_charge": [-1.275, 0.456, -1.732, 0.194, -0.185, 0.033, -0.282, 0.924, -0.617, 0.315, 0.411, 0.425, 0.400, 0.528, 0.423, 0.448, 0.262, 0.272],
  "charge": 1,
  "e_above_lowest_kcal_mol": 159.53,
  "fmax_ha_per_bohr": 0.1113,
  "smiles": "CC(C)c1non[n+]1N"
}

---

(8)
{
  "formula": "C4H9N4O4S2",
  "method": "ωB97M-V/def2-TZVPD",
  "species": ["C", "C", "C", "C", "N", "N", "N", "N", "O", "O", "O", "O", "S", "S", "H", "H", "H", "H", "H", "H", "H", "H", "H"],
  "positions_angstrom": [[0.77370, 0.50878, -1.76349], [-0.66087, -0.31082, 1.82725], [-1.07985, -0.11897, -0.53543], [1.29711, -0.52129, 0.28119], [-0.89286, 1.14565, 1.70450], [-0.33435, 0.97037, -0.97112], [1.37261, -0.68572, -1.14266], [-0.30367, -0.85349, 0.57727], [1.17570, 2.16265, 0.72703], [-1.02986, 3.13180, 0.24075], [1.12596, -3.14763, -0.48401], [-0.54432, -2.37409, -2.01920], [-0.21241, 2.03775, 0.47665], [0.42991, -2.07086, -1.05307], [0.36294, 0.34189, -2.79124], [1.63117, 1.14780, -1.89702], [0.23575, -0.51085, 2.60847], [-1.69024, -0.79583, 2.19602], [-2.01585, 0.08498, 0.00797], [-1.27066, -0.71054, -1.35980], [1.92878, -1.23912, 0.90193], [1.56182, 0.50950, 0.55736], [-1.86050, 1.29803, 1.91064]],
  "mulliken_charge": [-0.250, -0.483, -1.103, -0.735, -0.274, 0.076, 0.033, -0.065, -0.607, -0.565, -0.470, -0.490, 1.111, 1.130, 0.296, 0.355, 0.296, 0.358, 0.512, 0.407, 0.447, 0.683, 0.338],
  "charge": 1,
  "e_above_lowest_kcal_mol": 81.28,
  "fmax_ha_per_bohr": 0.1112
}

---

(9)
{
  "formula": "C4H9N4O4S3",
  "method": "ωB97M-V/def2-TZVPD",
  "species": ["C", "C", "C", "C", "N", "N", "N", "N", "O", "O", "O", "O", "S", "S", "S", "H", "H", "H", "H", "H", "H", "H", "H", "H"],
  "positions_angstrom": [[1.80175, 3.15140, -3.11824], [-1.56828, -1.91305, 0.84464], [1.33924, -1.07379, 1.84913], [1.33468, -1.57574, 0.51008], [-2.74504, -2.47226, 1.31284], [-1.58423, -0.55298, 0.83526], [0.46798, -2.32405, -0.09768], [-0.74537, -2.69447, 0.31106], [2.19581, 3.50718, -2.10671], [0.63511, 1.86614, -0.59005], [1.95070, 2.92250, -4.26436], [-0.13459, 2.74837, -2.90060], [-2.22542, 2.20527, -1.16780], [1.69604, 0.72895, 2.17920], [-0.56432, 1.71203, -1.99232], [0.30693, -1.10109, 2.29292], [2.07620, -1.62810, 2.48127], [2.20487, -1.51174, -0.20868], [-3.41022, -1.80969, 1.58122], [-2.98203, -3.43871, 1.20663], [-2.33213, -0.16365, 0.38941], [-0.72384, -0.16159, 0.43051], [1.28158, 2.52712, -0.66195], [1.72458, 1.05196, 0.88424]],
  "mulliken_charge": [0.745, 0.638, -0.285, -0.257, -0.431, -0.425, -0.475, -0.439, -0.472, -0.564, -0.464, -0.554, -0.483, -0.177, 0.463, 0.196, 0.340, 0.343, 0.169, 0.224, 0.346, 0.113, 0.345, 0.106],
  "charge": -1,
  "e_above_lowest_kcal_mol": 14.98,
  "fmax_ha_per_bohr": 0.0851
}

---

(10)
{
  "formula": "C4H9N5",
  "method": "ωB97M-V/def2-TZVPD",
  "species": ["C", "C", "C", "N", "C", "N", "N", "N", "N", "H", "H", "H", "H", "H", "H", "H", "H", "H"],
  "positions_angstrom": [[0.17462, 0.70893, 1.34025], [-0.02289, 0.14189, -0.14915], [1.15909, -0.59473, -0.74870], [-1.40076, -0.52290, -0.08733], [-0.16798, 1.38151, -1.04038], [0.62281, 1.69718, -2.05667], [0.38830, 2.91038, -2.42791], [-0.58900, 3.38533, -1.76341], [-0.95057, 2.46410, -0.87821], [0.34520, -0.00650, 2.02746], [0.96460, 1.51483, 1.38103], [-0.71544, 1.16478, 1.65652], [1.48994, -1.49966, -0.27389], [1.10583, -0.66306, -1.90412], [1.93535, 0.21048, -0.72828], [-1.48684, -1.18201, 0.64571], [-1.49535, -1.22904, -0.89765], [-1.80887, 2.70296, -0.44986]],
  "mulliken_charge": [-1.612, 1.604, -1.461, -0.774, -0.110, -0.065, -0.515, -0.382, 0.205, 0.457, 0.321, 0.511, 0.367, 0.330, 0.357, 0.276, 0.267, 0.226],
  "e_above_lowest_kcal_mol": 51.10,
  "fmax_ha_per_bohr": 0.0883,
  "smiles": "CC(C)(N)c1nnn[nH]1"
}

---

(11)
{
  "formula": "C4H9N6O4",
  "method": "ωB97M-V/def2-TZVPD",
  "species": ["C", "C", "C", "C", "N", "N", "N", "N", "N", "N", "O", "O", "O", "O", "H", "H", "H", "H", "H", "H", "H", "H", "H"],
  "positions_angstrom": [[1.54951, -0.40327, 0.93429], [2.64674, 0.64009, -0.73875], [3.72933, -0.18430, 0.01060], [-1.84271, -0.34566, -0.21818], [-4.16240, -0.96197, 0.27084], [-1.03865, 1.71017, -0.09502], [1.41048, 0.42882, -0.04607], [2.80325, -0.78462, 1.04771], [-2.82576, -1.26291, -0.13372], [-2.09915, 0.92942, 0.08054], [-2.50938, -2.56072, -0.52440], [-3.15787, 1.41620, 0.52979], [-4.87928, -1.87191, 0.13407], [-1.19006, 3.00024, 0.26648], [3.06769, 1.57166, -0.79314], [2.41712, 0.30239, -1.70811], [4.09171, -0.95296, -0.56662], [4.52066, 0.36530, 0.48765], [-0.87653, -0.70492, -0.71562], [0.57932, 0.98827, -0.32918], [3.16091, -1.32987, 1.78714], [-3.30525, -3.13763, -0.25825], [-2.08969, 3.14818, 0.57795]],
  "mulliken_charge": [0.281, -0.556, -0.389, -0.296, 0.256, -0.559, 0.078, -0.150, 0.389, 0.820, -0.416, -0.754, -0.513, -0.303, 0.334, 0.370, 0.275, 0.336, 0.503, 0.298, 0.182, 0.410, 0.402],
  "charge": 1,
  "e_above_lowest_kcal_mol": 68.59,
  "fmax_ha_per_bohr": 0.0649
}

---

(12)
{
  "formula": "C4H9NO",
  "method": "ωB97M-V/def2-TZVPD",
  "species": ["C", "C", "C", "C", "N", "H", "H", "H", "H", "H", "H", "H", "H", "H", "O"],
  "positions_angstrom": [[1.38018, -1.91353, -0.46680], [0.13063, -1.57641, -1.23001], [0.13329, -1.24663, -2.54071], [-1.79659, -0.56113, -0.40909], [-0.96692, -1.60831, -0.38908], [2.24192, -1.49024, -1.00736], [1.53416, -2.97189, -0.25469], [1.48303, -1.44151, 0.50596], [-0.78091, -0.90681, -3.02046], [1.03067, -1.01490, -3.10833], [-2.66130, -0.56442, 0.26401], [-1.94471, 0.17680, -1.20528], [-0.55487, 4.58765, 4.04771], [0.40500, 5.70197, 4.60925], [0.36644, 4.82938, 4.20487]],
  "mulliken_charge": [-0.951, 0.440, -0.913, -0.788, -0.568, 0.270, 0.189, 0.278, 0.332, 0.244, 0.218, 0.255, 0.332, 0.312, -0.650],
  "charge": -1,
  "e_above_lowest_kcal_mol": 18.98,
  "fmax_ha_per_bohr": 0.0364,
  "spin_multiplicity": 2
}

---

(13)
{
  "formula": "C4H9NO",
  "method": "ωB97M-V/def2-TZVPD",
  "species": ["C", "C", "C", "C", "N", "H", "H", "H", "H", "H", "H", "H", "O", "H", "H"],
  "positions_angstrom": [[-2.18362, 0.48721, 0.92408], [-0.91037, 0.91939, 0.13414], [0.10958, -0.27340, -0.08469], [0.71466, -0.70077, 1.22158], [1.21066, -1.04457, 2.17562], [-1.94623, 0.07667, 1.91994], [-2.58170, -0.32596, 0.29408], [-2.96422, 1.25807, 1.03828], [-1.16287, 1.30545, -0.87217], [-0.41275, 1.73543, 0.69259], [-0.52271, -1.10078, -0.46033], [0.93541, -0.12625, -0.80704], [3.43832, -0.93341, -1.77201], [3.27027, -1.22504, -2.69667], [3.00558, -0.05204, -1.70740]],
  "mulliken_charge": [-1.041, -0.442, -0.097, 0.244, -0.396, 0.314, 0.282, 0.320, 0.305, 0.307, 0.244, -0.030, -0.650, 0.326, 0.315],
  "e_above_lowest_kcal_mol": 31.59,
  "fmax_ha_per_bohr": 0.0711,
  "smiles": "CCCC#N.O"
}

---

(14)
{
  "formula": "C4H9NO",
  "method": "ωB97M-V/def2-TZVPD",
  "species": ["C", "C", "O", "C", "C", "N", "H", "H", "H", "H", "H", "H", "H", "H", "H"],
  "positions_angstrom": [[0.77737, -1.53175, -1.01835], [0.11872, -0.82418, 0.15619], [1.00419, -0.83573, 1.25172], [-0.27006, 0.61719, -0.21050], [-1.37691, 1.31517, 0.48026], [0.00965, 1.59790, 0.83663], [1.08310, -2.53863, -0.72184], [0.08816, -1.61455, -1.86678], [1.66982, -0.98312, -1.33931], [-0.80331, -1.36915, 0.42287], [0.93801, 0.05234, 1.64606], [-0.06563, 0.91507, -1.23931], [-1.94305, 0.78389, 1.24299], [-1.94135, 2.07116, -0.06211], [0.32608, 2.48369, 0.45596]],
  "mulliken_charge": [-1.465, 0.389, -0.574, -0.084, -0.381, -0.625, 0.358, 0.367, 0.349, 0.142, 0.384, 0.403, 0.236, 0.282, 0.218],
  "e_above_lowest_kcal_mol": 44.74,
  "fmax_ha_per_bohr": 0.0071,
  "smiles": "C[C@@H](O)[C@H]1CN1"
}